# 1
Below is C30H36IrN2O4Te as an isolated structure, with properties calculated with the ωB97M-V functional and the def2-TZVPD basis.

Properties
⟨S²⟩   8.811
Gap between HOMO and LUMO (spin up / spin down)   5.8044 / 5.9359 eV
Relative energy (zero: lowest compared OMol25 entry of this formula, charge and spin)   0.0 kcal/mol
Spin multiplicity   6
E_HOMO (spin up / spin down)   -5.3 / -7.7 eV
Net charge   0

Geometry (Å):
Ir  0.5865  0.9996  -0.1692
O  -0.6679  2.0604  -1.3149
C  -1.6054  2.8994  -0.9206
C  -2.3536  3.5266  -1.9245
C  -3.4048  4.3738  -1.6389
C  -3.7537  4.6266  -0.2978
C  -3.0436  4.0484  0.7095
C  -1.9279  3.1709  0.4711
C  -1.2614  2.6755  1.5698
N  -0.1407  1.8261  1.4895
N  0.4490  1.5626  2.6289
C  1.4718  0.7226  2.4681
O  1.8048  0.2764  1.2979
C  2.2092  0.2682  3.6453
C  1.9132  0.7800  4.9123
C  2.5843  0.3059  6.0254
C  3.5551  -0.6800  5.8891
C  3.8559  -1.1853  4.6317
C  3.1898  -0.7153  3.5122
H  -2.0695  3.3079  -2.9460
H  -3.9590  4.8381  -2.4435
H  -4.5845  5.2808  -0.0684
H  -3.3021  4.2447  1.7431
H  -1.5529  2.9162  2.5823
H  1.1570  1.5468  5.0060
H  2.3525  0.7062  7.0040
H  4.0784  -1.0490  6.7615
H  4.6127  -1.9516  4.5244
H  3.4120  -1.1080  2.5296
C  -1.2967  -3.8871  -5.8056
C  -1.3055  -3.1207  -4.5137
C  -0.3914  -3.4020  -3.5059
C  -0.3994  -2.7182  -2.2973
C  0.5953  -3.0651  -1.2288
C  -1.3674  -1.7217  -2.1034
Te  -1.5329  -0.8218  -0.2177
C  -2.2826  -1.3973  -3.1090
C  -3.2998  -0.2986  -2.9667
C  -2.2336  -2.1110  -4.3001
H  -0.5005  -4.6303  -5.8194
H  -1.1497  -3.2209  -6.6575
H  -2.2439  -4.4069  -5.9597
H  0.3501  -4.1774  -3.6649
H  1.3230  -3.7893  -1.5957
H  0.1049  -3.5089  -0.3557
H  1.1253  -2.1717  -0.8977
H  -3.0780  0.3874  -2.1479
H  -4.2980  -0.7083  -2.7971
H  -3.3371  0.2998  -3.8773
H  -2.9349  -1.8581  -5.0889
C  3.1674  1.8060  -1.5244
C  2.5679  0.6403  -2.3046
C  2.0943  1.1036  -3.6798
C  3.5777  -0.4963  -2.4248
O  1.4175  0.0950  -1.6528
H  4.0629  2.1762  -2.0274
H  3.4494  1.4982  -0.5155
H  2.4605  2.6387  -1.4586
H  2.9214  1.5128  -4.2638
H  1.3290  1.8729  -3.5677
H  1.6615  0.2642  -4.2253
H  4.4826  -0.1661  -2.9381
H  3.1422  -1.3234  -2.9871
H  3.8533  -0.8575  -1.4325
C  -0.6399  -1.9853  4.5685
C  -1.5930  -0.9596  4.0158
C  -2.5086  -0.2606  4.9881
O  -1.5879  -0.6566  2.8438
H  -1.1227  -2.6248  5.3068
H  0.1748  -1.4575  5.0734
H  -0.2211  -2.5776  3.7581
H  -2.8070  -0.9013  5.8157
H  -3.3783  0.1249  4.4612
H  -1.9564  0.5876  5.4028

---

# 2
Below is C30H36N2O7 in the gas phase, with properties calculated with the ωB97M-V functional and the def2-TZVPD basis.

Properties
Gap between HOMO and LUMO   8.1773 eV
SMILES string   CCCCOc1ccc([C@@H]2/C(=C(\O)c3ccc4c(c3)OCCO4)C(=O)C(=O)N2CCCN2CCOCC2)cc1
Relative energy (zero: lowest compared OMol25 entry of this formula, charge and spin)   0.0 kcal/mol
E_HOMO   -8.3 eV
Net charge   0

Geometry (Å):
C  6.8426  2.7842  0.5680
C  5.6550  3.3116  1.3640
C  4.5562  2.2605  1.4873
C  3.3663  2.7686  2.3029
O  2.3661  1.7836  2.4604
C  1.5469  1.4728  1.4219
C  0.7115  0.3718  1.6297
C  -0.1765  -0.0299  0.6572
C  -0.2654  0.6572  -0.5498
C  -1.2402  0.1888  -1.6108
C  -2.5983  -0.0604  -0.9991
C  -3.3398  0.9218  -0.4366
O  -2.8393  2.1780  -0.4200
C  -4.6635  0.7183  0.1632
C  -4.9457  1.2853  1.4075
C  -6.1874  1.1184  1.9828
C  -7.1770  0.3980  1.3241
C  -6.8947  -0.1835  0.0799
C  -5.6455  -0.0115  -0.4942
O  -7.8256  -0.9210  -0.5958
C  -8.8848  -1.3609  0.2256
C  -9.4133  -0.1980  1.0633
O  -8.4013  0.2908  1.9187
C  -2.8352  -1.4963  -0.9607
O  -3.7226  -2.1112  -0.4125
C  -1.6936  -2.1191  -1.7654
O  -1.5569  -3.2855  -2.0632
N  -0.8801  -1.1080  -2.1473
C  0.1934  -1.2932  -3.0900
C  1.5917  -1.1495  -2.4876
C  1.8270  -2.1449  -1.3536
N  3.2392  -2.2613  -1.0304
C  3.7758  -1.0726  -0.3890
C  5.2789  -1.2587  -0.1812
O  5.5561  -2.3839  0.6166
C  5.0117  -3.5432  0.0296
C  3.5038  -3.4104  -0.1799
C  0.5534  1.7554  -0.7496
C  1.4579  2.1625  0.2173
H  7.2728  1.9136  1.0577
H  7.6138  3.5458  0.4832
H  6.5332  2.4944  -0.4339
H  5.2535  4.2013  0.8727
H  5.9871  3.6067  2.3615
H  4.9507  1.3684  1.9777
H  4.2155  1.9659  0.4920
H  2.9512  3.6838  1.8623
H  3.6866  2.9974  3.3233
H  0.7826  -0.1523  2.5698
H  -0.8149  -0.8841  0.8347
H  -1.2860  0.9324  -2.4176
H  -3.4693  2.7770  0.0040
H  -4.1789  1.8252  1.9453
H  -6.4192  1.5409  2.9472
H  -5.4579  -0.4591  -1.4551
H  -8.5333  -2.1599  0.8917
H  -9.6542  -1.7502  -0.4422
H  -9.7527  0.6051  0.3948
H  -10.2368  -0.5109  1.7068
H  0.0670  -2.3030  -3.4911
H  0.0724  -0.5673  -3.9035
H  1.7248  -0.1286  -2.1295
H  2.3254  -1.3385  -3.2726
H  1.2334  -1.8534  -0.4709
H  1.4832  -3.1303  -1.6779
H  3.2893  -0.8856  0.5854
H  3.6104  -0.2083  -1.0330
H  5.7618  -1.3717  -1.1642
H  5.7089  -0.4005  0.3377
H  5.2370  -4.3664  0.7095
H  5.4933  -3.7270  -0.9428
H  3.1254  -4.3091  -0.6706
H  3.0086  -3.3074  0.8021
H  0.4899  2.3096  -1.6754
H  2.0788  3.0216  0.0176

---

# 3
Below is C30H36N6O4P2Tl as an isolated structure, with properties calculated with the ωB97M-V functional and the def2-TZVPD basis.

Properties
Gap between HOMO and LUMO   7.6274 eV
Relative energy (zero: lowest compared OMol25 entry of this formula, charge and spin)   18.7 kcal/mol
E_HOMO   -10.8 eV
Net charge   +1

Geometry (Å):
Tl  0.9350  -0.9854  0.4086
N  0.2025  1.5873  0.7250
P  2.1166  1.2852  0.7723
C  2.5019  1.7520  -0.9134
C  2.7496  0.7912  -1.9164
C  2.9117  1.1953  -3.2550
C  2.9298  2.5474  -3.5952
C  2.7024  3.4735  -2.5778
C  2.4588  3.0907  -1.2587
C  2.6374  2.5702  1.8744
C  3.9587  3.0007  1.7796
C  4.3843  4.0530  2.5858
C  3.4880  4.6808  3.4663
C  2.1561  4.2533  3.5052
C  1.7132  3.1992  2.7122
P  -1.1087  0.5696  0.2405
C  -2.4894  1.3722  0.9767
C  -3.5727  0.6859  1.5490
C  -4.6245  1.4155  2.0782
C  -4.6545  2.8069  1.9823
C  -3.6045  3.4763  1.3738
C  -2.5183  2.7547  0.8675
C  -1.2565  0.6334  -1.5548
C  -1.6139  -0.4596  -2.4000
C  -1.6284  -0.3505  -3.7999
C  -1.4127  0.8828  -4.3737
C  -1.1000  1.9548  -3.5433
C  -0.9771  1.8381  -2.1499
H  0.0445  2.5780  0.5329
H  3.0175  -0.2318  -1.6477
H  3.0894  0.4135  -3.9860
H  3.1034  2.8695  -4.6097
H  2.7004  4.5397  -2.8099
H  2.3362  3.8697  -0.5088
H  4.6578  2.5413  1.0768
H  5.4074  4.3908  2.5319
H  3.8098  5.5136  4.0833
H  1.4449  4.7721  4.1484
H  0.6738  2.8617  2.7614
H  -3.6237  -0.4004  1.5415
H  -5.4392  0.8843  2.5664
H  -5.4934  3.3632  2.3914
H  -3.6008  4.5606  1.3133
H  -1.7012  3.2992  0.4086
H  -2.1962  -1.2670  -1.9007
H  -1.8867  -1.2426  -4.3754
H  -1.4815  0.9945  -5.4511
H  -0.8986  2.9183  -3.9939
H  -0.6956  2.7054  -1.5683
C  0.3780  -3.5965  -1.0999
N  -0.1847  -2.9903  0.1808
C  -1.6343  -2.6630  0.0034
N  -2.4400  -3.8321  -0.3080
C  -1.7891  -4.4903  -1.4981
N  -0.3205  -4.8329  -1.3696
C  -0.2130  -5.6348  -0.0840
N  -0.7770  -5.0221  1.1389
C  -0.0328  -3.8135  1.3689
C  -2.1960  -4.6664  0.8741
H  1.4519  -3.8014  -0.9439
H  0.3206  -2.8907  -1.9256
H  -1.7218  -1.9045  -0.8047
H  -2.0102  -2.1895  0.9242
H  -1.9496  -3.8828  -2.3909
H  -2.3179  -5.4423  -1.6346
H  0.8309  -5.8940  0.1067
H  -0.7335  -6.5917  -0.2425
H  1.0200  -4.0068  1.6117
H  -0.3909  -3.2655  2.2588
H  -2.6150  -4.1746  1.7616
H  -2.7396  -5.6125  0.7711
O  3.0423  -2.2676  0.6182
H  3.8726  -1.7967  0.8046
H  3.3920  -3.1626  0.4875
O  -1.5388  -0.9891  2.4530
N  -0.4873  -1.1384  3.1683
O  -0.5150  -1.2745  4.4158
O  0.8522  -1.2242  2.6656
H  0.8936  -0.9569  -1.3754

---

Among the records above, which one has the highest relative energy (zero: lowest compared OMol25 entry of this formula, charge and spin)?
C30H36N6O4P2Tl

---

relative energy (zero: lowest compared OMol25 entry of this formula, charge and spin) of number 2 (C30H36N2O7)?
0.0 kcal/mol

---

What is the formula in the first record?
C30H36IrN2O4Te